DFT (the ωB97M-V functional and the def2-TZVPD basis) results for a 12-piece molecular cluster, C24H68IN3O11P overall in a non-equilibrium geometry.

Structure (XYZ):
```
108
Properties=species:S:1:pos:R:3:forces:R:3
I 1.5306 2.5378 -0.2058 0.1016 0.3125 -0.0583
P -0.6694 -2.3611 -2.8900 1.0098 0.0127 -0.8124
O 8.7740 -2.0916 3.1426 -0.0074 0.0952 0.1196
O -4.9284 1.0384 -4.5700 0.0518 -0.1521 -0.0780
O 4.7806 0.7179 0.3894 0.0273 -0.1630 -0.0655
O 6.9817 -2.8407 -0.5798 0.1544 -0.0386 0.0330
O -3.6158 6.4176 4.1939 0.1030 -0.0403 -0.0706
O 2.6910 0.5647 -3.6053 0.0056 -0.0222 0.0679
O -0.4987 -2.1075 -7.0247 -0.1754 0.0860 0.0484
O -1.7868 -6.6243 2.8994 -0.1620 -0.1435 -0.0115
O -0.4874 4.3117 4.0407 0.2115 0.1190 -0.0194
O -4.4165 3.7435 -2.0090 0.3867 -0.0824 0.0304
O -2.1466 2.3360 5.4920 0.0120 -0.1304 0.0358
N -2.9584 0.8059 -2.1468 0.0964 0.6467 0.4317
N -2.2385 1.4610 -1.2487 -0.0657 -0.3617 -0.2326
N -1.8763 -3.2650 2.2496 -0.0300 0.0351 -0.4243
C -2.0540 -2.9623 -3.9227 -0.1050 0.1345 0.7038
C -1.0910 1.0542 -0.6928 0.2887 0.5305 0.2383
C -0.2486 -1.4891 1.8353 0.1706 -0.3893 0.3728
C 0.8596 4.2884 4.4968 -0.1713 -0.0230 0.0413
C 3.8915 1.0150 -4.2340 -0.0933 0.0105 0.0702
C -4.6805 4.0121 -3.3945 -0.1338 -0.1097 0.0553
C -0.8058 1.9894 1.7102 -0.3145 0.2470 0.0658
C -2.4907 7.0061 3.5431 -0.1987 -0.0004 0.1170
C 8.9605 -0.8894 3.8852 -0.0307 -0.1389 -0.0276
C -2.4582 -0.3249 -2.5290 0.2594 -0.3464 -0.2561
C -0.8700 -2.7638 1.2966 -0.6496 0.3933 -0.0047
C -1.0234 -0.9128 -7.6019 0.0628 -0.1456 -0.0027
C -3.1257 -6.5900 3.3775 0.0935 0.1411 -0.1187
C -0.5727 -0.1944 -1.0304 0.0015 -0.3584 -0.2083
C -0.5179 2.1186 0.2154 -0.0890 -0.1383 0.1109
C -1.2644 -0.9055 -2.0259 -0.6310 -0.0615 0.4347
C 8.3006 -2.8739 -0.0200 -0.1754 -0.1709 -0.1871
C 0.7020 -0.7746 -0.4969 0.1379 -0.1588 0.2080
C 0.9023 -0.9352 1.0194 0.1293 0.0670 -0.2450
C -1.6714 1.3766 6.4387 -0.0990 0.0806 -0.0586
C 4.8295 -0.4507 -0.4359 -0.0771 0.3009 0.1008
C -0.3505 -3.7969 -1.8070 -0.3999 -0.0790 0.0804
C -2.2734 1.6705 1.9831 0.2123 0.0008 0.0729
C -5.6792 0.0481 -5.2703 0.0494 0.0146 0.1740
H -1.9942 6.2148 2.9896 0.0392 -0.0103 0.0150
H -2.0083 1.6148 7.4489 0.0251 -0.0156 0.0178
H -1.7876 7.4153 4.2726 0.0645 0.0218 -0.0680
H -6.6361 -0.1478 -4.7818 -0.0165 -0.0075 -0.0363
H 0.4404 -3.6399 -1.0852 0.0296 0.0105 0.0335
H -3.2517 -7.3896 4.1018 0.0800 -0.0452 -0.0058
H -2.4233 1.7437 3.0569 -0.0957 -0.0858 0.0953
H 4.6042 1.4045 -3.5028 0.0255 -0.0054 -0.0200
H -1.0174 -0.1513 -6.8255 0.0130 0.0115 0.0176
H -5.1237 -0.8914 -5.3568 -0.0225 0.0012 -0.0394
H -1.3503 -2.5176 0.3385 0.1699 -0.1116 -0.0907
H -1.0605 4.1999 4.8077 -0.1423 -0.1914 -0.1039
H -2.0490 -2.4619 -4.8839 -0.0265 -0.0505 -0.1730
H 8.4465 -2.7625 3.7475 0.0194 -0.0327 -0.0024
H -2.5721 0.6789 1.6441 -0.0874 -0.0561 -0.0331
H -0.9862 3.0547 -0.0783 -0.0417 0.0616 -0.1635
H -0.1313 -3.5433 1.1159 0.1461 -0.0027 0.0536
H -3.8227 3.7448 -4.0139 -0.0322 0.0372 -0.0598
H 8.6898 -1.8605 -0.0488 -0.0162 0.0320 0.0125
H 3.6846 1.7853 -4.9800 0.0262 -0.0093 -0.0179
H -3.0119 -0.8256 -3.3021 -0.2072 -0.0103 -0.1068
H 1.0965 3.3416 4.9923 0.0463 0.0044 -0.0138
H -2.7983 7.7936 2.8504 0.0348 0.0119 -0.0008
H -0.5854 1.4115 6.4134 0.0189 0.0103 -0.0096
H 1.5513 -0.2109 -0.8859 -0.0343 0.0800 -0.1175
H 4.3339 0.1557 -4.7297 -0.0007 -0.0245 -0.0026
H 0.1455 -1.7142 2.8283 -0.0442 0.0598 0.1210
H 8.2821 -3.2094 1.0135 0.0562 0.0447 0.0655
H -5.8680 0.4324 -6.2683 0.0117 0.0249 -0.0127
H 5.7446 -0.9857 -0.2084 -0.0316 0.0051 0.0239
H 9.3329 -0.1400 3.1920 0.0056 0.0095 -0.0194
H -3.3387 -5.6369 3.8707 -0.0645 -0.0236 0.0186
H 8.0199 -0.5348 4.3136 0.0106 0.0379 0.0015
H -1.8845 -4.0282 -4.0405 0.0946 -0.0783 -0.2818
H -0.1321 1.3223 2.2360 0.0206 -0.2153 -0.1010
H -2.6093 2.3661 -0.9850 -0.1176 0.1664 -0.0821
H -4.8973 5.0697 -3.5091 0.0517 0.0404 0.1454
H 9.6927 -1.0234 4.6849 0.0099 0.0365 0.0011
H -3.0099 -2.8584 -3.4127 -0.1871 -0.0544 -0.0958
H -0.4916 -2.7853 -7.7061 0.0546 -0.0319 0.0068
H -0.6532 2.9761 2.1357 0.3352 0.1433 0.1335
H -0.0234 -4.5794 -2.4874 0.0725 -0.0366 -0.1184
H 1.5048 4.3997 3.6277 0.0091 0.0040 -0.0158
H -0.4055 -0.5677 -8.4328 -0.0104 0.0417 0.0012
H -5.5451 3.4272 -3.7057 0.0224 0.1052 -0.2101
H 3.9771 -1.1087 -0.2292 0.0344 -0.0562 -0.0489
H -1.9981 0.3668 6.1793 0.0237 -0.0108 0.0167
H -4.0647 7.1042 4.6936 -0.0331 -0.0043 0.0129
H -2.0492 -1.0534 -7.9523 -0.0066 0.0368 -0.0034
H -2.9206 2.4175 1.5230 -0.1134 0.0284 -0.0683
H 0.8025 -1.7525 -0.9441 0.0331 -0.0971 -0.1043
H -1.2549 -4.1442 -1.3118 0.0069 -0.0384 0.1373
H -2.5752 -3.7776 1.7222 -0.0376 -0.2078 0.1197
H -2.3950 -2.4750 2.6189 0.0683 0.0360 0.1874
H 4.8291 -0.1832 -1.4956 -0.0267 -0.0779 -0.0235
H 3.9742 1.1927 0.1761 -0.0089 0.0003 0.0436
H -1.7022 -5.9040 2.2703 0.1936 0.1015 0.1222
H -4.3096 2.7894 -1.9714 -0.3424 -0.1131 -0.0051
H -3.1082 2.3208 5.5090 -0.0153 0.1112 0.0515
H -3.8361 -6.7455 2.5597 -0.0846 -0.0145 0.0748
H 2.2889 1.3187 -3.1665 -0.0153 0.0783 0.0081
H 1.0623 5.1081 5.1899 0.0486 0.0085 -0.0161
H 1.7384 -1.6259 1.1292 0.1511 0.0025 -0.0286
H -1.0517 -0.7701 1.9917 -0.0336 0.1960 -0.1227
H 8.9533 -3.5235 -0.6084 0.0477 0.0494 0.0083
H 6.6332 -3.7352 -0.5555 -0.0125 -0.0164 -0.0184
H 1.2600 0.0067 1.4290 -0.0561 0.0440 0.1634
H -4.7580 0.7276 -3.6759 -0.0932 0.0676 0.0002
```
Forces are in eV/Å.

Results
- total charge = +1
- E (eV) = -70361.2652
- multiplicity = 1
- orbital gap (eV) = 7.284
- maximum force (hartree/bohr) = 0.025

DFT (the ωB97M-V functional and the def2-TZVPD basis) results for C26H34MoN4O6SeSi as an isolated structure.

Structure (XYZ):
```
73
Properties=species:S:1:pos:R:3:forces:R:3
Mo 0.1629 0.0870 -0.8163 0.1291 -0.4337 0.5940
Se 1.9863 0.5354 -2.1850 0.0677 0.0606 -0.2481
Si 4.1927 0.1553 -1.1367 -0.1739 0.0569 0.0244
O 1.2096 -1.9525 -0.8942 0.0212 0.1203 -0.0153
O -4.7814 -3.3226 -0.7661 -0.0036 0.0240 -0.0005
O 0.9399 -0.0927 0.8646 0.2987 0.0387 0.0802
O -0.9133 0.9699 -1.9834 -0.2611 0.2123 -0.1874
O -0.7320 -2.5669 -2.6458 0.0209 -0.0219 -0.0311
O -1.8467 0.1298 0.6656 0.0926 0.0655 -0.0550
N -2.7900 -2.9010 -1.7300 -0.0364 0.0090 0.0290
N 0.8600 2.1183 1.2728 -0.0254 0.0278 0.0743
N 0.1734 2.0207 0.0770 -0.0062 -0.0676 -0.0829
N -1.3037 -1.3562 -0.8222 -0.2104 0.0084 -0.1168
C -1.5708 -2.3038 -1.8044 0.0535 -0.0781 0.0360
C -2.5151 -3.1082 1.9733 -0.0284 0.0164 -0.0110
C -2.2254 -0.8770 0.0559 -0.0613 0.0300 -0.1107
C -0.4199 3.1064 -0.3017 0.0209 0.0433 0.0261
C 3.5603 0.3182 5.1384 -0.0093 -0.0037 -0.0127
C 1.0086 -3.0089 0.0760 0.0329 0.0158 0.0221
C -2.6789 3.5395 -3.8221 0.0114 0.0374 0.0392
C 4.1268 -1.3598 -0.0923 0.0383 -0.0506 0.0356
C 4.3746 1.7339 -0.1922 0.0586 0.0257 -0.0038
C -1.1974 3.2592 -1.4905 0.0061 -0.0340 0.0128
C 2.0460 0.7380 2.8599 -0.0244 -0.1363 0.0428
C -2.1588 2.2924 -3.5010 0.0098 -0.0891 -0.0332
C 5.2009 0.0332 -2.6733 0.0409 0.0029 -0.0282
C -2.4755 4.6397 -2.9916 -0.0035 -0.0212 -0.0196
C -4.6822 0.1437 -1.3590 -0.0009 -0.0131 0.0226
C 2.5856 1.8300 3.5462 -0.0290 0.0029 -0.0146
C -1.7383 4.5025 -1.8306 0.0133 0.0133 0.0122
C -1.4304 2.1700 -2.3354 0.0532 0.0920 0.0061
C -4.6697 -0.4738 0.0336 -0.0104 0.0193 -0.0177
C -3.6283 -2.1142 1.6646 0.0483 -0.0259 -0.0001
C 3.3421 1.6138 4.6815 0.0040 -0.0013 0.0126
C -3.7870 -2.6589 -0.7660 0.0267 -0.0124 -0.0291
C 3.0206 -0.7678 4.4612 0.0090 0.0062 0.0110
C 1.2514 0.9695 1.6666 -0.0667 0.2113 -0.0111
C -3.5591 -1.5283 0.2327 -0.0180 -0.0672 0.0355
C 2.2651 -0.5609 3.3211 -0.0098 -0.0187 -0.0273
H -2.9905 -3.6243 -2.4117 0.0072 -0.0087 0.0009
H 1.8048 -3.7396 -0.0472 0.0018 0.0075 -0.0044
H 3.7253 1.7759 0.6827 0.0025 -0.0168 0.0015
H 1.8308 -1.4043 2.8005 0.0098 0.0119 0.0089
H -2.5210 -3.9500 1.2763 0.0028 -0.0050 0.0040
H 2.4045 2.8334 3.1856 0.0061 0.0043 0.0018
H -2.3133 1.4293 -4.1344 -0.0074 0.0099 -0.0065
H -2.6413 -3.5192 2.9732 0.0005 -0.0013 0.0019
H 3.3784 -1.2888 0.6966 0.0122 0.0210 -0.0037
H 5.4103 1.7941 0.1581 -0.0087 0.0228 0.0161
H -4.8940 -0.5999 -2.1298 0.0059 0.0010 -0.0041
H 4.9908 -0.8781 -3.2337 -0.0052 -0.0054 0.0057
H -0.2928 3.9607 0.3566 -0.0071 -0.0022 -0.0036
H 0.9239 -2.2899 -1.7695 -0.1071 -0.0800 -0.0363
H 4.1866 2.6096 -0.8143 0.0196 -0.0011 -0.0063
H -2.8918 5.6011 -3.2564 -0.0032 -0.0020 -0.0056
H -3.6000 -1.2774 2.3635 -0.0075 0.0074 -0.0063
H 1.0652 -2.5609 1.0630 -0.0005 0.0029 -0.0218
H -1.5686 5.3517 -1.1808 -0.0065 0.0044 -0.0068
H -4.5306 0.2946 0.7945 0.0001 -0.0071 0.0088
H -3.7274 0.6242 -1.5933 -0.0039 0.0085 -0.0060
H -5.6159 -0.9756 0.2352 -0.0030 0.0064 0.0108
H 3.1849 -1.7720 4.8265 0.0017 0.0002 0.0020
H 3.7615 2.4546 5.2164 0.0019 -0.0011 0.0001
H 0.0404 -3.4849 -0.0613 -0.0048 -0.0154 0.0064
H 5.1070 -1.4574 0.3868 -0.0081 -0.0220 0.0035
H 3.9499 -2.2562 -0.6845 0.0150 -0.0100 0.0016
H 5.0524 0.8913 -3.3299 0.0146 0.0063 0.0062
H -4.6028 -2.5931 1.7557 -0.0094 0.0087 -0.0052
H 4.1513 0.1550 6.0296 0.0000 0.0036 0.0009
H 6.2573 0.0149 -2.3882 0.0037 -0.0080 -0.0166
H -1.5302 -2.6323 1.9409 0.0051 -0.0027 0.0029
H -3.2538 3.6528 -4.7312 -0.0020 -0.0002 -0.0032
H -5.4541 0.9085 -1.4266 -0.0044 -0.0030 -0.0081
```
Forces are in eV/Å.

Results
- total charge = +2
- E (eV) = -120827.9722
- multiplicity = 1
- orbital gap (eV) = 5.800
- maximum force (hartree/bohr) = 0.015

> Among the records above, which one has the lowest maximum force?

C26H34MoN4O6SeSi

> total charge of number 2 (C26H34MoN4O6SeSi)?

+2

> What is the total charge in the first record?

+1

> maximum force of number 2 (C26H34MoN4O6SeSi)?

0.015 hartree/bohr